P.
C3H11NOP | the ωB97M-V functional and the def2-TZVPD basis

Molecular weight, g mol⁻¹: 108.1
HOMO level, eV: -13.3797

Geometry as ORCA input:
```
! RIJCOSX wB97M-V def2-TZVPD def2/J DEFGRID3
* xyz 1 1
C -2.547 -1.015 -0.405
H -1.731 -0.185 -2.045
H -3.062 -1.553 -1.269
H -2.279 -1.743 0.419
H 2.890 1.323 -1.062
H -3.404 -0.451 0.018
H 0.371 0.661 1.450
N -1.547 -0.203 -1.088
H -1.178 -0.413 1.472
P 2.791 0.271 -0.001
O 0.305 1.034 -1.257
H 3.653 -0.727 -0.477
C -0.567 0.381 -0.512
H 3.982 0.492 0.880
H -1.215 1.381 1.164
C -0.595 0.488 1.014
H 0.714 1.807 -0.886
*
```

***

Q.
C3H11NOP | the ωB97M-V functional and the def2-TZVPD basis

Molecular weight, g mol⁻¹: 108.1
HOMO level, eV: -14.4689

Geometry as ORCA input:
```
! RIJCOSX wB97M-V def2-TZVPD def2/J DEFGRID3
* xyz 1 1
H -1.805 -1.611 -0.163
H 1.359 1.473 1.390
H 2.409 -0.323 -2.044
C -1.527 -0.993 -0.936
H -0.748 -1.450 -1.626
H -2.355 -0.897 -1.681
H -0.584 -1.642 1.444
H -0.068 1.573 2.002
C 0.379 1.584 0.969
H -1.538 1.089 -0.661
H 0.150 2.418 0.396
H 0.918 -0.046 -2.380
H 1.204 -0.488 2.145
O 1.545 -0.285 -1.649
C 0.000 0.264 0.445
P 0.753 -1.208 1.062
N -0.972 0.254 -0.418
*
```

***

Relative to the most stable structure, the computed energies are P 0.439; Q 0.000, all in eV.

***

P.
C6H15N | the ωB97M-V functional and the def2-TZVPD basis

Molecular weight, g mol⁻¹: 101.2
SMILES string: CCCNCCC
HOMO level, eV: -8.1636

Geometry as ORCA input:
```
! RIJCOSX wB97M-V def2-TZVPD def2/J DEFGRID3
* xyz 0 1
H -2.417 1.341 -1.939
H 0.282 2.778 -1.489
H 1.090 -3.484 1.210
N -0.083 0.373 0.336
H -0.634 -1.556 0.546
H 2.795 -3.171 0.985
H 2.246 -0.677 0.826
C -1.388 0.787 -0.084
H -0.822 0.679 -2.172
H 1.976 -2.546 2.404
C -0.798 2.707 -1.631
C 0.164 -0.925 0.951
H 0.603 1.036 0.615
C 1.528 -1.475 0.589
C 1.857 -2.752 1.346
H -1.218 3.410 -0.902
H 0.056 -0.926 2.046
H -2.101 0.000 0.156
H -1.021 3.092 -2.628
C -1.421 1.313 -1.509
H -1.739 1.628 0.538
H 1.608 -1.582 -0.486
*
```

***

Q.
C6H15N | the ωB97M-V functional and the def2-TZVPD basis

Molecular weight, g mol⁻¹: 101.2
HOMO level, eV: -5.6919

Geometry as ORCA input:
```
! RIJCOSX wB97M-V def2-TZVPD def2/J DEFGRID3
* xyz 0 1
H -1.069 0.965 -1.407
H 3.181 -0.723 1.367
H -3.231 0.861 -0.573
H 1.186 -1.975 1.130
H 3.087 -1.394 -0.255
H -0.888 0.404 1.764
C -1.272 0.325 -0.551
C -0.821 0.843 0.751
C -2.527 0.933 0.224
H 1.879 1.207 0.379
H -2.962 0.117 0.823
N 1.192 -1.134 0.588
H -1.341 -1.366 -2.002
H -2.726 1.940 0.591
H 1.739 0.461 -1.152
H -0.226 1.736 0.658
H -2.056 -1.609 -0.400
H 3.318 1.174 -0.617
C 2.446 0.593 -0.308
H -0.287 -1.527 -0.511
C 2.591 -0.717 0.444
C -1.213 -1.115 -0.941
*
```

***

Relative to the most stable structure, the computed energies are P 0.000; Q 6.491, all in eV.

***

P.
C10H12N2O | the ωB97M-V functional and the def2-TZVPD basis

Molecular weight, g mol⁻¹: 176.2
SMILES string: C#C[C@](N=O)(C(C)C)C1(C#N)CC1
HOMO level, eV: -9.5813

Geometry as ORCA input:
```
! RIJCOSX wB97M-V def2-TZVPD def2/J DEFGRID3
* xyz 0 1
H -0.442 0.639 -1.902
H -1.295 2.708 -1.022
C -0.122 -2.738 -1.558
H -0.449 -3.630 -1.932
O -1.143 -1.844 1.452
C 0.014 -1.648 -1.070
N 3.106 0.518 -1.575
C -0.738 2.063 -0.369
C 1.452 0.637 1.634
H 3.034 -1.008 1.647
N -0.759 -0.772 1.181
C 1.372 -0.122 0.299
H 0.352 2.271 -0.327
H 0.553 0.693 2.194
H -2.977 0.911 -1.243
C -0.849 0.619 -0.863
C -0.035 -0.520 -0.053
H 1.279 -1.410 1.942
H -1.409 2.096 0.530
C 1.961 -0.759 1.533
C 2.366 0.265 -0.722
H -2.553 0.126 0.383
H 2.201 1.475 1.642
H -2.620 -0.810 -1.071
C -2.300 0.241 -0.732
*
```

***

Q.
C10H12N2O | the ωB97M-V functional and the def2-TZVPD basis

Molecular weight, g mol⁻¹: 176.2
SMILES string: Cc1ccc2c(c1)[C@](C)(O)NN=C2
HOMO level, eV: -7.8231

Geometry as ORCA input:
```
! RIJCOSX wB97M-V def2-TZVPD def2/J DEFGRID3
* xyz 0 1
C -1.812 0.787 0.732
C -1.199 0.725 2.028
N 2.622 -1.712 0.373
H -3.644 1.451 1.633
H -1.528 0.325 -1.419
H -3.814 1.153 -0.173
H -2.902 2.652 0.309
C 0.707 -0.399 1.048
H -0.720 -1.796 -1.925
H 1.617 1.249 -1.291
H -1.785 0.953 2.943
C 0.108 -0.363 -0.236
H 2.392 -2.393 -1.506
C 2.032 -0.987 1.257
N 2.045 -1.855 -0.844
C 1.756 0.417 -1.990
H 0.497 -0.001 3.200
H 2.482 -0.644 2.153
H 1.416 0.513 -2.986
C -1.074 0.339 -0.372
C 0.929 -0.794 -1.384
C -3.119 1.555 0.644
H 2.773 0.017 -1.963
C 0.091 0.186 2.131
O 0.131 -1.380 -2.361
*
```

***

Relative to the most stable structure, the computed energies are P 4.466; Q 0.000, all in eV.

***

P.
C3H12N2 | the ωB97M-V functional and the def2-TZVPD basis

Molecular weight, g mol⁻¹: 76.1
SMILES string: NCN.CC
HOMO level, eV: -9.4161

Geometry as ORCA input:
```
! RIJCOSX wB97M-V def2-TZVPD def2/J DEFGRID3
* xyz 0 1
C -1.554 -1.837 3.597
C 1.131 1.415 -4.328
H 0.357 1.860 -4.949
H -0.660 -2.021 5.576
N 2.369 2.094 -4.517
H -1.552 -0.558 5.344
H -1.522 -2.899 3.344
H 1.343 1.174 -2.309
H -2.418 -2.101 5.595
C -1.566 -1.620 5.109
H -0.690 -1.344 3.146
H 1.208 0.378 -4.659
H 2.373 2.983 -4.037
N 0.617 1.492 -2.950
H -0.162 0.849 -2.859
H 3.161 1.547 -4.211
H -2.434 -1.413 3.110
*
```

***

Q.
C3H12N2 | the ωB97M-V functional and the def2-TZVPD basis

Molecular weight, g mol⁻¹: 76.1
SMILES string: CNC.CN
HOMO level, eV: -8.5716

Geometry as ORCA input:
```
! RIJCOSX wB97M-V def2-TZVPD def2/J DEFGRID3
* xyz 0 1
H 5.508 4.368 0.217
H -2.692 -2.206 0.538
H 6.426 2.894 0.393
N 4.466 2.533 0.856
C 5.611 3.474 0.830
H 4.130 2.800 -0.080
H -3.524 -3.926 -0.268
N -2.957 -1.976 -0.407
H -3.923 -0.155 -0.889
C -4.111 -1.056 -0.303
H 5.906 3.675 1.863
H -3.856 -3.096 -1.996
H 3.633 2.732 1.397
C -3.254 -3.267 -1.087
H -4.989 -1.591 -0.646
H -4.190 -0.714 0.739
H -2.286 -3.625 -1.471
*
```

***

Relative to the most stable structure, the computed energies are P 0.000; Q 1.391, all in eV.

***

P.
C5H11ClN | the ωB97M-V functional and the def2-TZVPD basis

Molecular weight, g mol⁻¹: 120.6
HOMO level, eV: -13.7421

Geometry as ORCA input:
```
! RIJCOSX wB97M-V def2-TZVPD def2/J DEFGRID3
* xyz 1 1
H 0.863 0.164 1.031
H 2.266 -1.663 0.159
H -0.105 1.818 -1.333
H 0.892 -2.183 1.091
C 0.342 0.276 0.049
C 1.220 -2.084 0.105
N 0.404 -1.011 -0.596
H -1.246 2.170 1.393
H 1.249 2.172 -0.083
H 0.772 -0.750 -1.542
C -1.783 0.395 0.670
H 1.506 1.161 -1.628
C -2.045 1.521 1.213
H -0.514 -1.465 -0.726
C 0.762 1.381 -0.764
H -3.095 1.915 1.519
Cl -2.706 -0.839 0.014
H 1.219 -2.978 -0.572
*
```

***

Q.
C5H11ClN | the ωB97M-V functional and the def2-TZVPD basis

Molecular weight, g mol⁻¹: 120.6
HOMO level (alpha / beta), eV: -12.6769 / -12.6561

Geometry as ORCA input:
```
! RIJCOSX wB97M-V def2-TZVPD def2/J DEFGRID3
* xyz 1 1
H 1.176 -1.479 0.235
H -1.356 0.622 1.566
C -1.346 0.339 0.567
H -2.081 -1.017 -1.042
H -1.572 1.290 -1.280
H -2.919 -1.012 0.310
N -1.730 1.545 -0.297
H -1.498 2.512 -0.021
C 1.713 -0.584 -0.003
H -1.307 -1.767 0.479
H 3.176 -1.619 -1.038
H -2.774 1.609 -0.252
C 1.090 0.530 0.093
Cl 1.312 2.137 -0.103
H 3.611 0.052 -0.374
H 3.702 -1.265 0.589
C 3.200 -0.865 -0.290
C -1.904 -0.914 0.073
*
```

***

R.
C5H11ClN | the ωB97M-V functional and the def2-TZVPD basis

Molecular weight, g mol⁻¹: 120.6
HOMO level, eV: -13.3619

Geometry as ORCA input:
```
! RIJCOSX wB97M-V def2-TZVPD def2/J DEFGRID3
* xyz 1 1
H -0.418 2.527 0.327
H 2.780 -2.281 0.626
C 2.491 -1.540 -0.037
H -2.833 -0.117 -0.503
H -1.275 0.772 1.567
H -1.304 -0.777 -1.079
C -1.892 -0.474 -0.187
C -1.215 0.650 0.531
H 0.524 -1.862 0.389
H -0.962 1.983 -1.080
C 1.106 -1.014 0.180
C 0.708 0.231 -0.003
Cl 1.650 1.592 -0.209
H -2.134 -1.356 0.435
N -1.227 2.025 -0.052
H 3.366 -0.880 0.066
H 2.749 -1.930 -1.091
H -2.115 2.451 0.122
*
```

***

Relative to the most stable structure, the computed energies are P 0.751; Q 1.685; R 0.000, all in eV.

***

P.
C2H4N4S | the ωB97M-V functional and the def2-TZVPD basis

Molecular weight, g mol⁻¹: 116.1
HOMO level, eV: -8.7024

Geometry as ORCA input:
```
! RIJCOSX wB97M-V def2-TZVPD def2/J DEFGRID3
* xyz 0 1
N -1.629 0.277 -0.441
S 2.347 -0.827 0.145
N -2.198 -0.864 -0.023
C 2.261 0.904 0.061
N 1.059 1.343 -0.129
H 3.130 1.519 0.171
H -2.094 -1.135 0.955
H -2.004 -1.625 -0.659
N 0.717 -0.917 -0.074
C 0.253 0.280 -0.200
H -1.840 1.046 0.194
*
```

***

Q.
C2H4N4S | the ωB97M-V functional and the def2-TZVPD basis

Molecular weight, g mol⁻¹: 116.1
SMILES string: Nn1[nH]cnc1=S
HOMO level, eV: -7.8186

Geometry as ORCA input:
```
! RIJCOSX wB97M-V def2-TZVPD def2/J DEFGRID3
* xyz 0 1
C 0.652 0.773 -1.582
N -0.502 1.028 -2.123
H 1.968 0.288 0.774
H 2.133 -0.828 -0.081
H -1.097 -0.464 0.644
H -2.464 0.471 -1.422
N 1.381 -0.448 0.420
C -1.440 0.620 -1.253
N -0.852 0.032 -0.207
S 2.862 1.197 -1.606
N 0.536 0.155 -0.390
*
```

***

Relative to the most stable structure, the computed energies are P 0.000; Q 1.742, all in eV.